--- P ---
28
Properties=species:S:1:pos:R:3:lowdin_charge:R:1 method="wB97M-V/def2-TZVPD" smiles=C[C@H](CO)NCCN.O.O gap_ev=9.6952 lumo_energy_ev=0.63
N -2.272 -0.961 0.257 -0.0256
C -2.365 -0.059 -0.861 -0.2486
C -1.057 -0.165 -1.727 -0.2064
N 0.230 -0.113 -1.017 -0.0294
C 2.158 1.550 -1.168 -0.0708
C 0.717 1.253 -0.855 -0.3716
C 0.335 1.912 0.544 -0.1830
O 0.163 0.869 1.518 -0.1111
H -1.600 -1.699 0.163 0.0470
H -3.047 -1.253 0.831 0.0816
H 0.191 -0.656 -0.167 0.0704
H -3.166 -0.440 -1.535 0.1080
H -2.569 0.976 -0.470 0.1164
H -1.024 0.622 -2.508 0.1151
H -1.019 -1.082 -2.329 0.1085
H -0.713 0.468 1.438 0.0485
H 2.600 2.426 -1.648 0.0749
H 2.911 1.357 -0.382 0.0820
H 2.418 0.774 -1.895 0.0683
H -0.023 1.848 -1.446 0.1285
H -0.607 2.466 0.609 0.1010
H 1.028 2.645 0.995 0.1192
H -0.715 -2.542 1.742 0.0149
H 0.266 -2.345 2.942 0.0536
O 0.074 -2.892 2.174 -0.0480
H 1.606 -1.762 1.463 -0.0118
H 3.092 -1.620 1.337 0.0378
O 2.388 -1.577 1.994 -0.0693

***

--- Q ---
28
Properties=species:S:1:pos:R:3:lowdin_charge:R:1 method="wB97M-V/def2-TZVPD" gap_ev=9.0922 lumo_energy_ev=0.46
C -2.062 0.162 0.079 -0.2733
C -1.772 -0.811 -1.064 -0.1619
C -0.270 -1.111 -1.170 -0.3052
C 0.380 -1.514 -0.081 -0.1785
N 1.791 -1.759 0.048 0.0239
C 0.259 -1.036 -2.557 -0.0583
N -1.580 1.529 -0.198 -0.0076
H -3.144 0.272 0.213 0.1075
H -1.729 -0.149 1.069 0.0973
H -2.234 -1.733 -0.684 0.1165
H -2.202 -0.465 -1.998 0.1091
H -0.142 -1.635 0.862 0.0924
H 2.131 -2.141 -0.828 0.0642
H 2.223 -0.835 0.171 0.0221
H 1.322 -1.190 -2.749 0.0732
H 0.136 -0.029 -2.976 0.0823
H -0.392 -1.681 -3.161 0.0885
H -0.576 1.500 -0.358 0.0702
H -1.989 1.862 -1.064 0.0765
H 0.652 -0.086 3.647 0.0495
H 1.046 -0.841 2.411 0.0193
O 1.011 0.061 2.763 -0.0546
H -0.051 2.556 2.330 0.0023
H -1.174 2.942 1.303 -0.0014
O -0.357 3.241 1.732 -0.0892
H 2.566 1.629 0.681 0.0544
H 3.140 0.425 1.225 0.0420
O 3.016 0.836 0.354 -0.0613

***

Going by the computed energies, the most stable comes first: Q, P.

***

--- P ---
12
Properties=species:S:1:pos:R:3:lowdin_charge:R:1 method="wB97M-V/def2-TZVPD" smiles=C[C@H]1C[NH2+]1 charge=+1 gap_ev=13.3001 lumo_energy_ev=-3.48
C -1.136 -0.797 -0.010 -0.0079
C 0.078 -0.034 -0.566 -0.2220
C 1.421 0.077 0.105 -0.0128
N -1.041 0.645 0.185 0.1210
H -1.685 -1.263 -0.812 0.1269
H -0.932 -1.544 0.879 0.1853
H 0.210 0.224 -1.705 0.1981
H 1.272 -0.021 1.118 0.0691
H 1.784 1.036 -0.339 0.1261
H 2.006 -0.681 -0.166 0.0510
H -1.650 1.351 -0.236 0.1922
H -0.751 1.069 1.052 0.1731

***

--- Q ---
12
Properties=species:S:1:pos:R:3:lowdin_charge:R:1 method="wB97M-V/def2-TZVPD" smiles="C=C(C)[NH3+]" charge=+1 gap_ev=11.0974 lumo_energy_ev=-4.00
C -0.263 0.167 -1.426 -0.0478
C 0.083 -0.139 0.008 -0.3363
C 0.489 -1.352 0.459 0.0883
N -0.312 1.019 0.931 0.2101
H -1.315 -0.012 -1.520 0.0895
H 0.055 1.183 -1.717 0.0886
H 0.429 -0.325 -2.172 0.1218
H 1.074 -1.885 1.380 0.1509
H 0.902 -2.033 -0.253 0.0629
H -1.033 0.800 1.520 0.1107
H -0.410 2.009 0.453 0.2259
H 0.630 1.068 1.539 0.2353

***

Going by the computed energies, the most stable comes first: P, Q.

***

--- P ---
82
Properties=species:S:1:pos:R:3:lowdin_charge:R:1 method="wB97M-V/def2-TZVPD" spin_multiplicity=2 charge=+1 gap_ev="6.6397 / 6.6751" lumo_energy_ev="-3.80 / -3.76"
Cr -0.759 0.382 -0.586 0.4956
Cl -2.356 4.801 4.877 0.7020
C -2.276 3.861 3.438 -0.6694
C -2.839 4.362 2.253 -0.0662
C -2.750 3.642 1.090 0.0229
C -2.058 2.410 1.040 -0.3162
O -1.920 1.773 -0.067 -0.2534
C -1.510 1.888 2.256 -0.1114
C -0.748 0.697 2.301 -0.0223
N -0.301 0.022 1.269 -0.0095
C 0.700 -0.935 1.436 -0.2159
C 1.332 -1.279 2.615 0.0106
C 2.414 -2.164 2.609 -0.0459
C 2.857 -2.733 1.446 -0.0073
C 2.214 -2.444 0.225 -0.1413
C 2.581 -3.032 -1.002 0.0327
C 1.898 -2.666 -2.135 -0.0061
C 0.883 -1.709 -2.051 -0.0958
N 0.502 -1.134 -0.919 -0.0240
C 1.139 -1.524 0.223 -0.1708
C -1.659 2.635 3.446 -0.0465
H -3.341 5.317 2.267 0.1153
H -3.177 4.016 0.172 0.1263
H -0.463 0.379 3.301 0.1321
H 1.022 -0.872 3.564 0.1159
H 2.904 -2.381 3.545 0.1193
H 3.706 -3.401 1.442 0.1232
H 3.386 -3.750 -1.022 0.1295
H 2.139 -3.099 -3.092 0.1191
H 0.377 -1.385 -2.952 0.0839
H -1.232 2.252 4.360 0.1172
F -3.152 -7.249 -3.566 0.1542
C -3.010 -6.154 -2.833 -0.1225
C -3.103 -6.200 -1.445 -0.1194
F -3.343 -7.355 -0.830 0.1424
C -2.943 -5.037 -0.691 -0.2092
F -3.070 -5.176 0.632 0.0998
C -2.703 -3.793 -1.273 -0.2880
P -2.423 -2.171 -0.390 1.1012
C -1.839 -2.804 1.224 -0.3739
C -2.396 -2.379 2.425 -0.0813
C -1.904 -2.873 3.620 -0.0625
C -0.848 -3.770 3.629 -0.0683
C -0.271 -4.171 2.434 -0.0739
C -0.761 -3.687 1.237 -0.1171
C -4.138 -1.725 0.051 -0.3688
C -4.482 -0.378 0.004 -0.0929
C -5.727 0.032 0.448 -0.0634
C -6.638 -0.901 0.915 -0.0629
C -6.296 -2.243 0.961 -0.0583
C -5.048 -2.659 0.540 -0.0746
C -2.638 -3.783 -2.667 -0.5847
Br -2.402 -2.161 -3.577 0.8165
C -2.777 -4.926 -3.439 -0.2558
F -2.679 -4.845 -4.764 0.0889
H -3.239 -1.699 2.426 0.1114
H -2.368 -2.579 4.549 0.1103
H -0.496 -4.171 4.567 0.1103
H 0.548 -4.873 2.436 0.1139
H -0.336 -4.028 0.301 0.1172
H -3.773 0.353 -0.374 0.0724
H -5.975 1.083 0.435 0.1095
H -7.611 -0.576 1.248 0.1098
H -6.992 -2.968 1.351 0.1116
H -4.788 -3.701 0.619 0.1009
I -1.674 1.296 -3.106 1.1683
C 0.344 1.937 -3.455 -0.5279
C 0.652 2.391 -4.707 -0.1396
C 1.965 2.786 -4.988 -0.0650
C 2.919 2.713 -4.013 -0.0197
C 2.597 2.293 -2.706 -0.1582
C 3.572 2.300 -1.688 -0.0226
C 3.219 2.020 -0.399 -0.0556
C 1.903 1.638 -0.095 -0.0929
C 0.937 1.484 -1.062 -0.1442
C 1.264 1.878 -2.387 -0.2289
H -0.102 2.436 -5.476 0.0966
H 2.204 3.149 -5.973 0.1116
H 3.935 3.010 -4.227 0.1185
H 4.589 2.552 -1.943 0.1169
H 3.944 2.064 0.400 0.1093
H 1.669 1.466 0.947 0.0969

***

--- Q ---
82
Properties=species:S:1:pos:R:3:lowdin_charge:R:1 method="wB97M-V/def2-TZVPD" spin_multiplicity=2 charge=+1 gap_ev="6.6596 / 6.6648" lumo_energy_ev="-3.79 / -3.81"
Cr -0.253 0.398 -1.452 0.4942
Cl -7.051 -0.107 0.957 0.7004
C -5.529 0.250 0.235 -0.6680
C -5.386 1.424 -0.522 -0.0653
C -4.178 1.713 -1.097 0.0175
C -3.064 0.856 -0.944 -0.3165
O -1.935 1.180 -1.464 -0.2237
C -3.218 -0.354 -0.187 -0.1138
C -2.160 -1.280 -0.015 -0.0345
N -0.935 -1.131 -0.460 -0.0223
C 0.032 -2.120 -0.264 -0.2242
C -0.161 -3.419 0.164 0.0111
C 0.932 -4.277 0.339 -0.0467
C 2.212 -3.861 0.087 -0.0062
C 2.452 -2.554 -0.390 -0.1378
C 3.737 -2.053 -0.685 0.0369
C 3.851 -0.758 -1.133 -0.0076
C 2.703 0.007 -1.340 -0.1032
N 1.474 -0.438 -1.110 -0.0380
C 1.347 -1.695 -0.591 -0.1613
C -4.477 -0.619 0.395 -0.0479
H -6.223 2.094 -0.647 0.1156
H -4.039 2.599 -1.699 0.1283
H -2.404 -2.177 0.552 0.1322
H -1.148 -3.810 0.358 0.1217
H 0.745 -5.284 0.681 0.1206
H 3.050 -4.523 0.244 0.1239
H 4.605 -2.682 -0.564 0.1294
H 4.813 -0.326 -1.358 0.1193
H 2.792 1.016 -1.725 0.0685
H -4.624 -1.516 0.976 0.1169
F 5.447 3.056 4.317 0.1521
C 4.324 2.626 3.757 -0.1225
C 3.524 1.680 4.391 -0.1217
F 3.860 1.210 5.590 0.1416
C 2.348 1.230 3.792 -0.2055
F 1.607 0.385 4.515 0.0992
C 1.942 1.660 2.530 -0.2877
P 0.485 1.049 1.530 1.1063
C -0.779 2.181 2.216 -0.3652
C -1.018 2.239 3.588 -0.0824
C -1.974 3.105 4.084 -0.0592
C -2.702 3.911 3.222 -0.0625
C -2.455 3.867 1.860 -0.0655
C -1.491 3.011 1.355 -0.0999
C 0.136 -0.528 2.400 -0.3695
C -1.148 -0.892 2.793 -0.1001
C -1.369 -2.127 3.383 -0.0639
C -0.320 -3.010 3.585 -0.0658
C 0.959 -2.655 3.184 -0.0750
C 1.179 -1.434 2.576 -0.1166
C 2.747 2.632 1.932 -0.5770
Br 2.232 3.357 0.275 0.8248
C 3.903 3.121 2.526 -0.2518
F 4.606 4.069 1.911 0.0899
H -0.475 1.599 4.265 0.1049
H -2.151 3.148 5.146 0.1109
H -3.470 4.561 3.613 0.1101
H -3.013 4.502 1.187 0.1093
H -1.291 2.988 0.289 0.0841
H -1.975 -0.208 2.657 0.1102
H -2.362 -2.390 3.715 0.1115
H -0.497 -3.964 4.060 0.1113
H 1.786 -3.322 3.366 0.1147
H 2.182 -1.165 2.269 0.1172
I 0.514 2.657 -2.914 1.1660
C 0.733 1.375 -4.635 -0.5102
C 1.215 1.932 -5.789 -0.1367
C 1.342 1.128 -6.929 -0.0647
C 0.987 -0.190 -6.868 -0.0203
C 0.484 -0.762 -5.684 -0.1603
C 0.087 -2.113 -5.671 -0.0235
C -0.436 -2.652 -4.534 -0.0571
C -0.555 -1.872 -3.373 -0.0934
C -0.156 -0.558 -3.304 -0.1391
C 0.352 0.024 -4.496 -0.2264
H 1.484 2.976 -5.832 0.0976
H 1.710 1.557 -7.845 0.1114
H 1.065 -0.821 -7.741 0.1187
H 0.184 -2.685 -6.580 0.1172
H -0.773 -3.677 -4.514 0.1086
H -0.977 -2.368 -2.512 0.0867

***

Going by the computed energies, the most stable comes first: Q, P.